1.
{"formula": "C27H64O27S5", "method": "ωB97M-V/def2-TZVPD", "symbols": ["C", "C", "H", "H", "H", "O", "H", "H", "H", "H", "H", "H", "H", "H", "H", "H", "H", "H", "H", "H", "C", "H", "H", "C", "O", "C", "O", "H", "H", "H", "O", "H", "O", "C", "C", "C", "C", "C", "C", "O", "H", "C", "H", "O", "O", "O", "H", "H", "H", "O", "O", "H", "H", "H", "H", "H", "C", "H", "C", "H", "O", "H", "H", "S", "H", "H", "H", "O", "C", "H", "O", "H", "O", "O", "H", "O", "C", "H", "C", "H", "C", "H", "S", "H", "O", "C", "C", "S", "H", "H", "S", "H", "O", "O", "O", "H", "O", "C", "H", "H", "C", "H", "O", "S", "C", "H", "H", "H", "H", "H", "H", "H", "O", "H", "H", "C", "C", "C", "O", "H", "C", "O", "O"], "coordinates": [[-25.99, -3.77, -11.97], [-28.46, 2.21, -11.08], [-25.20, 3.46, -13.15], [-14.07, 1.26, -9.22], [-25.54, 2.88, -20.80], [-19.47, -2.60, -7.96], [-24.09, 2.73, -14.31], [-19.29, -0.64, -8.65], [-23.95, 4.80, -15.65], [-13.25, 1.72, -7.74], [-19.17, 3.42, -15.15], [-18.33, -0.48, -11.73], [-23.52, -0.59, -18.09], [-22.02, 0.39, -16.28], [-26.17, -4.79, -11.61], [-27.15, 2.80, -20.06], [-20.32, 2.33, -12.46], [-25.70, 3.32, -14.88], [-22.13, 0.80, -13.94], [-24.17, 7.46, -13.96], [-18.68, -1.53, -8.49], [-20.60, 6.52, -8.22], [-24.55, 0.00, -16.84], [-24.64, -2.80, -10.21], [-16.79, 1.32, -9.92], [-15.04, 2.96, -8.22], [-17.39, 0.52, -13.32], [-26.63, 4.31, -10.65], [-16.92, -1.31, -12.49], [-21.62, 5.29, -9.14], [-17.75, 3.57, -10.77], [-27.80, -0.10, -12.23], [-24.69, -3.35, -11.44], [-15.38, 2.78, -11.85], [-22.45, 0.25, -13.05], [-26.19, 2.31, -20.14], [-27.01, 0.37, -11.64], [-20.26, -2.44, -6.98], [-24.22, 4.45, -7.89], [-29.43, 1.46, -10.93], [-24.99, 5.58, -14.55], [-13.76, 2.11, -8.61], [-23.75, 3.52, -7.56], [-22.06, 6.80, -5.88], [-21.59, 4.36, -6.43], [-23.04, 1.01, -12.00], [-26.20, 5.06, -8.39], [-24.29, -0.67, -14.03], [-22.84, 1.94, -16.60], [-26.58, 1.80, -17.44], [-21.06, 0.67, -10.43], [-21.51, -0.20, -12.73], [-22.43, 7.64, -13.88], [-18.17, -1.70, -9.44], [-17.90, -1.31, -7.76], [-26.02, 3.33, -8.59], [-18.24, 1.08, -14.14], [-17.74, 3.86, -16.01], [-23.84, 0.33, -17.60], [-22.98, -2.46, -8.01], [-23.84, 5.48, -7.01], [-26.37, 1.30, -20.52], [-21.34, -3.61, -4.75], [-22.18, 5.64, -6.77], [-20.65, 3.55, -11.23], [-15.81, 2.41, -7.68], [-22.01, -1.23, -8.79], [-24.74, 3.40, -18.19], [-23.33, 7.52, -13.27], [-18.56, 2.42, -16.58], [-27.22, 1.79, -11.42], [-14.65, 3.70, -7.52], [-19.40, 0.67, -14.39], [-25.58, -2.74, -9.37], [-26.02, 3.98, -6.94], [-17.61, 2.13, -14.71], [-24.24, 4.78, -14.61], [-23.91, 4.69, -8.90], [-27.41, 4.47, -11.39], [-14.79, 3.69, -11.73], [-21.12, 2.88, -11.95], [-23.74, -0.90, -8.51], [-16.61, 2.69, -10.41], [-21.76, 3.45, -12.62], [-24.46, 0.89, -18.71], [-21.60, 6.16, -8.49], [-21.71, -3.93, -5.72], [-25.51, 2.19, -18.43], [-21.74, -5.02, -5.67], [-26.86, -0.08, -10.66], [-22.03, 1.70, -10.90], [-21.79, 1.11, -17.71], [-28.51, 3.60, -11.05], [-23.14, 4.95, -13.76], [-15.65, 3.58, -9.39], [-22.72, -3.54, -5.82], [-20.45, -1.43, -6.28], [-18.31, 2.99, -15.68], [-26.13, 0.25, -12.27], [-23.64, -1.49, -12.56], [-22.61, 0.96, -17.01], [-12.97, 2.61, -9.18], [-22.89, 2.49, -10.05], [-23.17, 5.98, -12.42], [-17.76, -0.62, -12.65], [-22.86, -1.72, -13.99], [-26.96, 4.39, -12.38], [-15.78, 2.89, -12.86], [-27.75, 5.49, -11.23], [-26.75, -3.08, -11.59], [-22.12, 7.04, -8.88], [-18.50, -1.20, -13.21], [-20.91, -3.62, -6.86], [-25.97, -3.70, -13.06], [-14.76, 1.90, -11.76], [-25.72, 4.18, -7.97], [-23.40, -0.93, -13.46], [-24.87, 3.48, -14.19], [-24.41, 5.81, -11.70], [-23.59, 8.29, -12.55], [-23.01, -1.67, -8.77], [-21.91, 5.99, -11.68], [-23.36, -2.27, -10.04]], "smiles": "CCOS(C)(=O)=O.CCOS(C)(=O)=O.CCOS(C)(=O)=O.CCOS(C)(=O)=O.CCOS(C)(=O)=O.COC(=O)OC.COC(=O)OC.COC(=O)OC.COC(=O)OC", "max_force_ev_per_a": 4.8, "orbital_gap_ev": 10.4, "homo_energy_ha": -0.38060, "lumo_ev": 0.009, "relative_energy_kj_mol": 324.5, "charge": 0}

2.
{"formula": "CH10LiO8P", "method": "ωB97M-V/def2-TZVPD", "symbols": ["O", "H", "H", "O", "H", "O", "O", "H", "O", "O", "H", "O", "H", "Li", "O", "C", "P", "H", "H", "H", "H"], "coordinates": [[3.12, -13.58, -24.36], [3.22, -10.58, -22.58], [7.18, -10.10, -27.84], [5.17, -12.35, -25.02], [0.70, -9.76, -25.76], [0.72, -10.44, -25.09], [4.19, -10.58, -22.67], [4.51, -9.98, -21.99], [3.06, -11.45, -25.88], [3.74, -13.67, -26.84], [1.57, -10.99, -25.33], [4.43, -8.64, -25.02], [5.20, -8.07, -24.96], [4.35, -10.60, -24.84], [6.72, -10.51, -25.88], [6.30, -10.27, -27.19], [3.76, -12.83, -25.54], [3.70, -8.08, -25.30], [5.78, -11.13, -27.61], [5.67, -9.38, -27.23], [6.26, -11.36, -25.51]], "max_force_ev_per_a": 2.8, "orbital_gap_ev": 3.1, "homo_energy_ha": 0.04431, "lumo_ev": 4.259, "charge": -2}

3.
{"formula": "C12H14NO2", "method": "ωB97M-V/def2-TZVPD", "symbols": ["H", "H", "H", "H", "C", "C", "H", "H", "O", "H", "H", "O", "C", "C", "H", "H", "C", "H", "H", "C", "C", "C", "C", "N", "C", "H", "C", "C", "H"], "coordinates": [[-3.59, -0.67, -0.40], [-2.83, -2.31, 1.10], [-2.61, 1.33, -1.79], [-0.23, -2.00, 1.50], [3.43, 1.52, 0.10], [3.35, 0.17, 0.28], [-0.84, 1.49, -2.00], [-1.54, 0.10, -2.25], [1.49, -2.23, -1.54], [-0.01, 2.23, 0.05], [-0.72, -2.56, -0.07], [2.04, -1.84, 0.71], [1.93, -1.80, -0.58], [-2.77, -0.30, 0.37], [-3.25, 0.32, 1.01], [-1.32, 1.34, 0.33], [0.96, 1.71, -0.04], [-2.29, -1.39, 2.25], [4.36, 2.17, 0.12], [0.76, 0.30, 0.02], [2.08, -0.47, 0.10], [-1.72, 0.90, -1.67], [-0.77, -1.72, 0.65], [-1.65, 0.46, -0.23], [-0.42, -0.41, 0.02], [4.06, -0.56, 0.50], [-2.22, -1.48, 1.16], [2.18, 2.29, 0.10], [2.11, 3.39, 0.19]], "smiles": "C[N@H+]1CCC/C1=C1/C=CC=C[C@@]12OC2=O", "max_force_ev_per_a": 4.2, "orbital_gap_ev": [7.6, 7.6], "homo_energy_ha": [-0.43163, -0.43161], "lumo_ev": [-4.156, -4.156], "relative_energy_kj_mol": 259.3, "charge": 1}

4.
{"formula": "C30H50O30S5", "method": "ωB97M-V/def2-TZVPD", "symbols": ["H", "H", "H", "C", "H", "H", "C", "C", "H", "H", "O", "O", "H", "O", "C", "O", "H", "O", "S", "O", "C", "O", "C", "C", "H", "H", "H", "O", "O", "H", "C", "C", "O", "O", "H", "C", "C", "H", "C", "H", "H", "C", "C", "H", "C", "H", "H", "H", "C", "O", "H", "H", "H", "O", "O", "C", "O", "O", "O", "C", "S", "H", "H", "S", "H", "H", "C", "O", "O", "H", "H", "H", "C", "C", "O", "O", "C", "H", "H", "O", "H", "O", "H", "O", "H", "H", "S", "C", "H", "H", "C", "H", "C", "C", "O", "O", "H", "C", "O", "C", "O", "O", "H", "H", "H", "O", "H", "H", "H", "S", "H", "C", "C", "H", "H"], "coordinates": [[-1.28, 1.42, 1.28], [-3.04, -3.15, -2.62], [5.95, 0.20, 1.00], [1.50, -0.96, -2.52], [3.60, -1.59, 0.61], [0.54, 2.89, -1.40], [-4.07, -2.35, -4.29], [-1.19, -7.41, -1.43], [3.16, -4.91, 3.53], [2.68, 2.64, -2.32], [-1.45, -0.50, 1.91], [-3.75, -1.21, -5.05], [-0.67, -1.47, 5.90], [-4.76, 3.94, -1.15], [1.60, 2.26, -4.10], [3.13, 1.50, 0.82], [-0.20, -7.49, -1.88], [-2.88, -0.23, 4.57], [-1.24, -1.92, 1.19], [4.97, 2.54, 0.10], [-0.43, 3.03, -3.28], [0.72, -2.81, 3.98], [2.77, 5.43, 2.26], [3.00, 5.22, 0.76], [-2.94, 7.00, -2.87], [-3.48, -2.17, 5.01], [1.83, -0.07, 0.96], [-3.08, 0.90, -3.86], [2.30, 1.73, -4.91], [1.13, -1.34, -4.68], [5.00, 0.13, 0.47], [2.78, 0.24, 1.40], [-2.81, 5.08, -2.15], [1.86, -2.88, 6.23], [-3.94, -1.72, -2.10], [-1.46, 0.05, -0.37], [3.66, -0.35, -3.08], [-2.25, -4.66, -0.37], [3.15, -1.06, -4.30], [-2.93, 0.77, 1.10], [-0.56, -4.36, -0.95], [1.13, -4.12, 3.51], [-1.64, -6.00, -1.88], [2.42, 4.09, -3.33], [-2.56, -1.62, 4.83], [-2.90, 7.53, -0.08], [-5.15, -2.30, -4.12], [3.49, 6.11, 0.37], [1.80, -1.63, -3.87], [0.15, -2.27, 1.20], [-3.82, -3.29, -4.78], [-1.10, -5.75, -2.79], [1.80, -2.72, -3.92], [0.68, 3.29, 1.39], [-1.39, -0.25, -5.27], [-2.39, -0.39, 6.85], [-2.23, -2.84, 1.62], [-0.92, -5.97, 0.41], [2.68, -0.24, -2.15], [0.64, 3.50, -2.30], [-2.53, -0.30, -4.43], [-1.61, -8.37, -1.74], [-1.97, -1.98, 3.99], [-3.43, 4.34, -0.85], [3.66, 4.37, 0.55], [-1.75, 0.17, 7.54], [-3.47, 6.87, -0.73], [0.26, 2.17, -4.22], [-3.49, 5.68, 0.07], [-0.91, 3.84, -3.84], [-2.69, -5.97, -2.18], [0.88, -4.88, 4.24], [1.98, 3.17, -2.96], [-2.84, 0.49, 5.72], [1.35, 5.43, 2.48], [2.05, -0.85, 4.89], [2.63, -3.99, 3.25], [2.95, -3.81, 2.22], [3.88, -1.80, -4.66], [3.09, -2.91, 4.04], [-1.32, 2.56, -2.86], [4.76, 0.08, -2.86], [3.20, -0.40, -5.16], [-0.65, 5.35, 1.00], [-2.06, 0.39, -1.20], [-1.57, 6.72, -1.83], [1.92, -2.27, 4.94], [4.41, 1.52, 0.39], [3.18, 4.62, 2.85], [0.51, 4.56, -2.07], [-1.87, 0.54, 1.02], [-1.86, -2.51, 6.64], [-2.63, 6.47, -1.97], [3.96, -0.72, 1.16], [-0.83, -8.14, 0.85], [-3.09, 1.66, 5.75], [0.69, -0.26, -2.72], [-3.42, -2.18, -2.94], [-1.63, -1.37, -0.28], [-1.31, -5.11, -0.69], [1.71, 5.16, 0.17], [-2.26, -1.39, -3.20], [-3.31, -0.76, 7.31], [3.17, 6.39, 2.58], [0.65, -4.22, 2.54], [-2.51, 3.43, -0.25], [-4.48, 7.26, -0.89], [5.15, -0.22, -0.55], [2.69, 0.36, 2.48], [0.62, 4.71, 1.24], [-0.38, 0.21, -0.46], [-1.73, -1.55, 6.14], [-1.00, -7.26, 0.05], [4.30, -1.09, 2.13], [1.32, -1.72, -1.77]], "smiles": "O=S1(=O)OCCO1.O=S1(=O)OCCO1.O=S1(=O)OCCO1.O=S1(=O)OCCO1.O=S1(=O)OCCO1.O=C1CCCO1.O=C1CCCO1.O=C1CCCO1.O=C1CCCO1.O=C1CCCO1", "max_force_ev_per_a": 2.2, "orbital_gap_ev": 9.8, "homo_energy_ha": -0.36160, "lumo_ev": -0.044, "relative_energy_kj_mol": 0.0, "charge": 0}

5.
{"formula": "C18H23F6N2O8TbTe", "method": "ωB97M-V/def2-TZVPD", "symbols": ["H", "H", "H", "N", "O", "O", "O", "C", "N", "H", "C", "H", "H", "H", "H", "C", "C", "H", "F", "O", "C", "H", "C", "O", "H", "C", "H", "C", "F", "H", "C", "C", "F", "C", "C", "H", "C", "Tb", "C", "F", "C", "C", "H", "Te", "F", "H", "H", "H", "H", "C", "H", "H", "C", "O", "H", "O", "H", "O", "F"], "coordinates": [[-1.58, -3.28, -1.55], [1.57, -1.37, -5.05], [-2.77, -1.49, -3.43], [0.96, 4.53, 0.88], [-1.03, 1.48, -0.37], [-1.63, -1.20, -1.70], [2.60, -0.27, -2.06], [-1.48, -3.06, 4.68], [0.28, 3.49, 0.41], [2.33, 4.86, 2.45], [-1.80, -1.09, -3.12], [2.07, 3.31, 4.38], [0.62, -2.87, 4.38], [-3.19, -2.52, -1.42], [-1.92, -0.43, 0.77], [3.41, -1.19, -1.34], [-2.13, -2.42, -1.17], [3.11, -2.22, -1.53], [-0.03, 1.35, -3.34], [0.54, -1.37, -3.23], [2.66, -0.37, -3.48], [3.26, -0.96, -0.29], [-2.76, -2.64, 4.36], [2.39, 0.72, 2.88], [2.20, -2.47, -3.81], [-0.36, -2.51, 4.09], [-2.03, -2.38, -0.09], [-0.15, 1.15, 0.75], [-0.29, 5.24, -1.28], [-3.61, -3.09, 4.85], [1.51, 2.79, 2.11], [-0.66, -1.81, -3.84], [-1.33, -4.03, 5.61], [-1.80, -1.06, 2.81], [-0.52, -1.51, 3.15], [-2.94, 0.50, 1.87], [1.75, -1.49, -3.98], [0.34, 0.43, -1.58], [2.14, 1.87, 3.10], [-2.21, 3.84, -0.47], [1.71, 4.15, 1.92], [-2.91, -1.63, 3.43], [0.82, 5.41, 0.38], [-0.73, 3.15, -1.46], [1.54, 2.11, -1.38], [-3.90, -1.27, 3.17], [-1.77, -0.02, -3.35], [0.33, -1.05, 2.67], [-0.75, -2.90, -3.73], [-1.97, 0.01, 1.77], [3.69, -0.52, -3.82], [-0.69, -1.56, -4.90], [0.61, 2.42, 1.09], [-0.95, 1.00, 1.89], [4.46, -1.05, -1.61], [2.41, 2.42, 4.30], [2.29, 0.59, -3.85], [0.56, 0.09, 0.43], [-2.30, 2.17, -2.34]], "max_force_ev_per_a": 6.6, "orbital_gap_ev": [8.9, 8.3], "homo_energy_ha": [-0.32352, -0.29827], "multiplicity": 7, "lumo_ev": [0.142, 0.143], "relative_energy_kj_mol": 218.5, "charge": 0}

6.
{"formula": "C4H8N2O", "method": "ωB97M-V/def2-TZVPD", "symbols": ["H", "H", "N", "C", "N", "H", "C", "O", "H", "H", "H", "C", "H", "C", "H"], "coordinates": [[-2.68, -1.90, 0.70], [1.81, 0.02, 1.27], [0.90, -0.45, 1.21], [-1.29, -0.37, 0.23], [0.39, 1.25, -0.39], [-0.45, 1.55, -0.87], [1.60, 1.31, -1.19], [-2.07, 0.24, -0.48], [-0.99, -2.46, 0.49], [2.17, 2.23, -1.03], [1.34, 1.25, -2.26], [0.13, 0.16, 0.40], [2.24, 0.45, -0.96], [-1.64, -1.67, 0.90], [-1.43, -1.62, 1.97]], "smiles": "[H]/N=C(\\NC)C(C)=O", "max_force_ev_per_a": 0.5, "orbital_gap_ev": 9.8, "homo_energy_ha": -0.34394, "lumo_ev": 0.468, "relative_energy_kj_mol": 121.1, "charge": 0}